# 1
Below is a 6-piece molecular cluster, C26H51BN3O10P overall at a distorted geometry, with properties calculated with ωB97M-V with the def2-TZVPD basis set.

For the LUMO energy, the calculation gives -0.1 eV. The total energy is -2304.1649 Eh. Its structure (SMILES) is CCB(O)[C@@](O)(C#N)[C@](N)(C#N)P(=O)(O)O.C1CCOC1.C1CCOC1.C1CCOC1.C1CCOC1.C1CCOC1. The value obtained for the largest force on an atom is 0.0476 Eh/bohr. The calculation puts the orbital gap at 9.1 eV. For the HOMO energy, the calculation gives -9.18 eV.

Structure (XYZ):
```
92
Properties=species:S:1:pos:R:3:lowdin_charge:R:1
C -1.1824 -3.4873 0.2622 -0.14
C 4.4387 -0.8338 3.9801 -0.17
H 2.8491 1.1412 2.6882 0.10
H 8.1608 -3.3950 3.5280 0.12
H -5.8870 -2.2702 -2.6351 0.12
H -7.0754 3.1763 1.3502 0.11
H -2.5774 -0.4648 -0.6056 0.09
O -4.0463 3.6843 0.1587 -0.15
O 7.6261 -1.4926 4.1096 -0.16
O 1.0805 -3.7906 -1.6742 -0.09
H 0.6868 -4.6040 -1.3443 0.08
H -3.2377 -2.2943 2.2128 0.12
H -6.4461 2.6944 -0.9682 0.09
H 2.1441 -0.9736 0.8353 0.07
N -0.5478 -0.8506 -2.2503 0.25
C -4.8933 3.2778 1.2352 -0.21
C -0.6550 -2.3008 0.9071 -0.36
H 9.9587 -0.2232 2.1579 0.11
H -1.0983 1.2736 -0.6075 0.06
O -0.0859 -2.7570 2.1172 0.04
C 0.8500 0.9022 -6.5291 -0.17
H 1.6937 0.4631 -5.9920 0.11
H 2.5860 -1.2719 -1.3748 0.08
C 4.6791 0.6564 3.7575 -0.17
H -4.8713 2.1829 1.2999 0.10
P 1.7274 -2.9950 -0.4845 0.44
H -4.7492 5.2240 -1.0130 0.12
C -7.2477 -0.9669 -1.5784 -0.16
N -1.5805 -4.4490 -0.2487 0.22
C -0.0839 -1.2410 -1.2601 -0.19
H -6.4140 4.8101 1.2311 0.11
H -0.4942 -0.5408 -5.5419 0.11
H -3.3825 0.1923 0.7595 0.08
H 0.0099 1.0765 -3.8247 0.08
C -5.4835 -0.1715 -2.9357 -0.20
H -1.2975 0.6752 -6.5419 0.11
C 0.8388 2.4144 -6.3454 -0.21
O -5.2435 0.2877 -1.6009 -0.16
C -4.8426 4.1350 -0.9402 -0.19
H 10.3107 -1.5969 3.2111 0.11
H -0.7221 1.1512 1.1091 0.06
C 8.5648 -1.9211 1.9811 -0.17
C 0.4616 -1.7087 0.0051 -0.44
H 5.2906 -1.3509 4.4096 0.09
H -4.5334 -0.4407 -3.3975 0.12
H 2.5969 -1.7027 4.7852 0.11
H -7.0490 -1.4876 -3.7105 0.11
C -6.2732 3.7194 -0.6303 -0.16
C 3.2257 -0.8188 4.8974 -0.19
B -1.9125 -1.3088 1.2505 -0.38
H 5.2134 1.0805 4.6105 0.12
H 3.5227 -0.7357 5.9478 0.12
H -4.4637 3.6918 -1.8611 0.12
C 7.7034 -2.4999 3.0942 -0.20
H 0.3050 2.9100 -7.1644 0.12
C 3.2561 1.1959 3.7061 -0.21
O 2.4678 0.3493 4.5481 -0.15
H -1.5413 1.7117 -4.3904 0.11
O 2.2214 -3.7945 0.6201 -0.22
H -4.5077 3.6873 2.1693 0.12
H 6.6954 -2.7529 2.7631 0.11
C 8.5854 -0.4651 3.8427 -0.20
C -1.5081 1.1512 0.3757 -0.06
H 7.9511 -1.3292 1.2982 0.11
H 1.8402 2.8415 -6.2783 0.11
N 1.2143 -0.6298 0.6399 0.11
H -6.5858 0.4501 -0.0425 0.11
H 3.1768 2.2268 4.0515 0.12
H -5.9288 0.6485 -3.5094 0.12
H 9.1103 -0.2173 4.7653 0.12
C -6.4423 -1.3476 -2.8179 -0.17
O -2.5741 -1.6343 2.4197 0.16
O 2.8950 -2.1684 -1.1903 -0.08
H 4.1852 -1.3194 3.0324 0.11
C -6.1824 -0.3150 -0.7083 -0.21
C -2.4128 -0.1027 0.4014 -0.12
H -2.1122 2.0199 0.5575 0.06
H -5.6554 -1.0606 -0.1001 0.11
O 0.1387 2.6675 -5.1266 -0.14
H -0.0683 -2.0419 2.7479 0.10
H -7.7315 -1.8117 -1.0913 0.11
C -0.4616 0.4996 -5.8603 -0.17
H -8.0177 -0.2380 -1.8406 0.11
H 8.0513 0.4272 3.4965 0.11
H 5.2478 0.8796 2.8557 0.11
C -6.2901 3.7782 0.8954 -0.17
C -0.5212 1.4706 -4.6917 -0.22
H 0.8467 -0.4267 1.5582 0.08
H 9.0742 -2.6882 1.4010 0.11
C 9.5078 -1.0091 2.7612 -0.17
H -7.0116 4.3644 -1.1038 0.11
H 0.9208 0.6048 -7.5743 0.11
```



# 2
Below is C3H11NO4 as an isolated structure at a distorted geometry, with properties calculated with ωB97M-V with the def2-TZVPD basis set.

For the LUMO energy, the calculation gives 0.5 eV. The total energy is -476.5663 Eh. The value obtained for the largest force on an atom is 0.1115 Eh/bohr. The energy relative to the best compared isomer or geometry (same formula, charge and spin) comes out at 69.9 kcal/mol. The calculation puts the orbital gap at 9.4 eV. For the HOMO energy, the calculation gives -8.96 eV.

Structure (XYZ):
```
19
Properties=species:S:1:pos:R:3:lowdin_charge:R:1
H -0.6164 2.8629 -0.9412 0.05
H 1.2339 0.8848 -0.4498 0.15
H 0.6381 2.3528 0.2532 0.07
H -1.4784 3.7065 -0.0690 0.08
H -0.3242 -1.7043 2.3007 0.06
N -0.0525 -1.1404 1.5187 0.03
O 1.4495 1.7628 0.4657 0.00
C 0.2196 -2.3059 -0.7646 -0.08
H -0.3714 -2.4787 -1.6416 0.08
O -0.5519 3.4793 -0.1990 -0.04
H -1.5863 -1.9746 0.4570 0.14
H 1.2066 1.4835 1.4188 0.15
O 0.3987 0.2218 -1.1361 -0.10
H 1.0070 -1.0794 1.4406 0.10
H 0.7298 -3.1661 -0.3720 0.06
O -1.7453 0.4914 -0.8290 -0.01
C -0.6321 -1.5313 0.2188 -0.34
C -0.6943 -0.1954 -0.5560 -0.54
H 1.1697 -1.6697 -1.1151 0.13
```



# 3
Below is one molecule with the formula H2NO4P at a distorted geometry, with properties calculated with ωB97M-V with the def2-TZVPD basis set.

For the LUMO energy (alpha / beta), the calculation gives 0.5 / -1.8 eV. The total energy is -698.2600 Eh. The value obtained for the largest force on an atom is 0.0797 Eh/bohr. The energy relative to the best compared isomer or geometry (same formula, charge and spin) comes out at 0.4 kcal/mol. The calculation puts the orbital gap (alpha / beta) at 10.5 / 10.1 eV. The spin multiplicity is 3. For the HOMO energy (alpha / beta), the calculation gives -9.98 / -11.95 eV.

Structure (XYZ):
```
8
Properties=species:S:1:pos:R:3:lowdin_charge:R:1
O -2.0846 0.0376 0.6972 0.04
H -0.0060 1.2569 -1.4814 0.03
P 0.2490 -0.2943 -0.1572 0.32
O 0.8641 0.2591 1.1728 -0.08
N -1.3336 0.2427 -0.2584 -0.12
H 1.1844 -0.5393 1.6388 0.11
O 0.7110 0.7621 -1.2267 -0.07
O 0.4156 -1.7248 -0.3851 -0.23
```